{"formula": "C4H4N2O", "method": "the ωB97M-V functional and the def2-TZVPD basis", "total_charge": 0, "relative_energy_kj_mol": 504.1, "homo_energy_ha": -0.3024, "orbital_gap_ha": 0.319, "species": ["O", "N", "H", "H", "H", "N", "C", "C", "C", "C", "H"], "xyz": [[0.935906, -0.329805, 1.420022], [0.283806, -1.624056, -0.394381], [0.025752, 2.014047, 0.717935], [-1.771403, -1.538658, -0.670528], [1.490222, 0.785984, -1.526418], [-0.993419, 0.279241, 0.105040], [0.229762, 0.998970, 0.352875], [1.131531, -0.649561, 0.168966], [1.351886, 0.571133, -0.474993], [-0.866772, -1.041800, -0.328600], [-1.817269, 0.534509, 0.630079]], "atomic_forces_ev_per_a": [[0.08, -0.11, -0.02], [-0.17, 0.13, 0.05], [0.05, -0.17, -0.03], [0.13, 0.06, 0.07], [0.00, -0.01, 0.12], [0.07, -0.06, 0.12], [-0.21, 0.32, -0.09], [0.00, 0.02, 0.07], [-0.05, -0.07, -0.08], [0.01, -0.08, -0.12], [0.09, -0.03, -0.09]], "nbo_charge": [-0.5242, -0.4596, 0.2062, 0.1996, 0.2249, -0.6372, 0.2292, 0.5524, -0.4689, 0.2653, 0.4123]}